1.
Here is a cluster of 2 separate species, H8SSi3 in total at a distorted geometry from OMol25. Energies are from ωB97M-V/def2-TZVPD.

* Kohn-Sham gap: 8.0187 eV
* LUMO energy: -0.873 eV
* ΔE to the lowest compared entry with this formula, charge and spin: 1.4505 eV

Geometry (Å):
Si -1.31 -1.42 -1.33
Si 1.46 0.68 1.51
Si 1.21 2.39 -1.65
S 2.54 1.69 -0.05
H -1.08 -1.64 0.05
H 0.22 -1.27 -1.73
H -1.88 -0.07 -1.22
H 0.68 -0.33 0.90
H 0.84 1.70 2.38
H 2.62 -0.04 2.32
H 0.03 1.38 -1.34
H -2.35 -2.20 -1.94

2.
Here is an isolated molecule of C20H34N4O3 from OMol25. Energies are from ωB97M-V/def2-TZVPD.

* Kohn-Sham gap: 9.0646 eV
* LUMO energy: 0.616 eV
* SMILES: CCN(C[C@@H](C)NC(=O)c1ccn(C)c1)C(=O)COC[C@@H](C)N1CCCC1
* ΔE to the lowest compared entry with this formula, charge and spin: 0.3169 eV

Geometry (Å):
C -0.40 -0.91 -2.88
C 0.47 -0.94 -1.64
N -0.16 -0.33 -0.48
C -1.05 -1.11 0.35
C -0.43 -1.50 1.71
C -1.45 -1.40 2.83
N 0.13 -2.84 1.70
C 1.36 -3.11 1.16
O 2.00 -2.26 0.57
C 1.84 -4.50 1.30
C 3.19 -4.91 1.14
C 3.22 -6.26 1.31
N 1.95 -6.70 1.56
C 1.57 -8.07 1.83
C 1.10 -5.63 1.56
C 0.02 0.96 -0.09
O -0.56 1.43 0.88
C 1.01 1.78 -0.91
O 0.95 3.12 -0.50
C 1.90 3.92 -1.17
C 1.77 5.35 -0.65
C 2.02 5.36 0.85
N 2.70 6.22 -1.36
C 2.68 7.60 -0.87
C 3.43 8.40 -1.94
C 3.26 7.56 -3.23
C 2.45 6.34 -2.79
H 0.10 -1.38 -3.72
H -1.34 -1.44 -2.71
H -0.65 0.12 -3.17
H 0.72 -1.96 -1.37
H 1.43 -0.46 -1.82
H -1.95 -0.53 0.54
H -1.33 -2.01 -0.20
H 0.38 -0.80 1.90
H -1.84 -0.38 2.87
H -2.29 -2.08 2.67
H -0.99 -1.63 3.79
H -0.27 -3.53 2.31
H 4.02 -4.26 0.92
H 4.04 -6.96 1.29
H 0.54 -8.23 1.50
H 2.22 -8.74 1.28
H 1.64 -8.31 2.90
H 0.04 -5.77 1.71
H 2.02 1.36 -0.76
H 0.78 1.69 -1.98
H 2.92 3.56 -0.99
H 1.72 3.88 -2.25
H 0.73 5.67 -0.83
H 1.40 4.61 1.33
H 3.07 5.13 1.06
H 1.79 6.33 1.29
H 1.64 7.96 -0.78
H 3.15 7.68 0.11
H 3.02 9.40 -2.05
H 4.48 8.49 -1.68
H 2.75 8.11 -4.02
H 4.23 7.25 -3.61
H 2.74 5.44 -3.32
H 1.37 6.50 -2.98

3.
Here is an isolated molecule of C6H15NO at a distorted geometry from OMol25. Energies are from ωB97M-V/def2-TZVPD.

* Kohn-Sham gap: 9.7771 eV
* LUMO energy: 0.978 eV
* SMILES: CC(C)[C@H](C)NCO
* ΔE to the lowest compared entry with this formula, charge and spin: 1.9972 eV

Geometry (Å):
C 0.56 0.88 2.31
C -0.59 0.93 1.26
C -1.78 -0.10 1.54
C 0.00 0.61 -0.10
C -0.95 0.97 -1.32
N 0.51 -0.77 -0.19
C 1.49 -0.87 -1.29
O 0.83 -1.59 -2.32
H 1.46 0.41 1.87
H 0.87 1.87 2.62
H 0.19 0.33 3.17
H -1.19 1.82 1.34
H -2.43 0.13 0.67
H -2.37 0.33 2.37
H -1.58 -1.16 1.71
H 0.83 1.29 -0.36
H -0.51 0.61 -2.25
H -1.99 0.69 -1.26
H -1.03 2.06 -1.24
H 0.76 -1.30 0.63
H 1.78 0.09 -1.70
H 2.38 -1.46 -1.00
H 0.51 -2.44 -2.02

4.
Here is a cluster of 5 separate species, C15H39N4O4 in total at a distorted geometry from OMol25. Energies are from ωB97M-V/def2-TZVPD.

* Kohn-Sham gap: 8.0155 eV
* net charge: +1
* LUMO energy: -3.808 eV

Geometry (Å):
C -4.78 3.16 2.88
N -3.65 2.45 2.21
C -2.30 2.24 2.62
N -1.54 1.51 1.62
C -2.57 1.31 0.64
N -2.29 0.67 -0.52
N -3.83 1.86 1.01
H -4.44 4.25 3.00
H -5.11 2.72 3.86
H -5.63 3.22 2.10
H -1.86 2.59 3.62
H -2.80 -0.18 -0.81
H -1.58 1.08 -1.14
H -4.66 1.77 0.41
C -1.50 -3.07 -4.56
C -1.77 -2.01 -3.50
C -0.47 -1.51 -2.88
O -2.60 -2.57 -2.47
H -1.00 -3.94 -4.13
H -2.44 -3.42 -4.99
H -0.88 -2.67 -5.37
H -2.31 -1.17 -3.94
H 0.07 -2.33 -2.39
H -0.68 -0.77 -2.11
H 0.18 -1.07 -3.64
H -2.12 -3.31 -2.08
C 3.22 1.45 1.56
C 2.61 2.53 0.67
C 2.13 3.72 1.50
O 1.51 1.98 -0.05
H 2.48 1.07 2.27
H 3.54 0.60 0.95
H 4.08 1.83 2.11
H 3.35 2.86 -0.06
H 1.36 3.41 2.21
H 1.69 4.48 0.85
H 2.96 4.17 2.05
H 0.85 1.68 0.59
C -0.44 0.50 5.35
C -0.71 1.55 6.42
C 0.59 2.05 7.04
O -1.53 0.99 7.44
H 0.06 -0.37 5.78
H -1.39 0.14 4.93
H 0.17 0.90 4.55
H -1.26 2.39 5.98
H 1.13 1.23 7.52
H 0.38 2.80 7.81
H 1.24 2.50 6.28
H -1.06 0.25 7.83
C 2.76 -4.54 -6.98
C 2.49 -3.49 -5.91
C 3.79 -2.99 -5.29
O 1.66 -4.05 -4.89
H 3.27 -5.41 -6.55
H 1.82 -4.90 -7.40
H 3.38 -4.14 -7.78
H 1.95 -2.65 -6.35
H 4.33 -3.80 -4.81
H 3.58 -2.24 -4.52
H 4.44 -2.54 -6.05
H 2.14 -4.79 -4.49

5.
Here is a structure of composition CH3N4O at a distorted geometry from OMol25. Energies are from ωB97M-V/def2-TZVPD.

* Kohn-Sham gap (spin up / spin down): 7.4600 / 8.0041 eV
* ⟨S²⟩: 2.011
* net charge: +1
* LUMO energy (spin up / spin down): -4.426 / -8.306 eV
* ΔE to the lowest compared entry with this formula, charge and spin: 0.8733 eV
* multiplicity: 3

Geometry (Å):
C -2.49 0.39 0.19
N -1.35 0.03 -0.02
N -0.61 -0.97 -0.05
N 0.48 -1.28 -0.07
N 1.73 0.11 -0.03
O -3.46 0.92 0.39
H 1.27 0.72 -0.76
H 2.41 -0.37 -0.61
H 2.04 0.44 0.96

6.
Here is a cluster of 4 separate species, C21H36B3BrN6O4 in total from OMol25. Energies are from ωB97M-V/def2-TZVPD.

* Kohn-Sham gap: 8.6666 eV
* LUMO energy: 0.413 eV
* SMILES: [H]/N=C(\N)NCCCCB1OB(Br)OB(CCCCO)O1.c1cc[nH]c1.c1cc[nH]c1.c1cc[nH]c1
* ΔE to the lowest compared entry with this formula, charge and spin: 0.0000 eV

Geometry (Å):
H 0.89 -1.34 2.70
N 0.32 -1.65 1.92
C 0.96 -1.53 0.82
N 2.25 -1.05 0.67
N 0.41 -2.04 -0.40
C -0.67 -1.27 -1.08
C -1.02 0.09 -0.48
C 0.06 1.16 -0.63
C 0.34 1.94 0.66
B -0.85 2.80 1.21
O -1.70 3.50 0.37
B -2.73 4.22 0.91
Br -3.66 5.49 -0.19
O -3.09 4.07 2.22
B -2.33 3.23 3.03
C -2.91 2.66 4.36
C -3.60 1.30 4.06
C -4.91 1.44 3.28
C -4.84 0.75 1.93
O -3.89 1.46 1.12
O -1.07 2.90 2.57
H 2.49 -0.24 1.22
H 2.52 -0.96 -0.30
H 0.03 -2.95 -0.18
H -0.39 -1.13 -2.13
H -1.57 -1.88 -1.07
H -1.92 0.42 -1.00
H -1.30 -0.05 0.58
H 0.99 0.68 -0.94
H -0.21 1.85 -1.43
H 0.59 1.24 1.46
H 1.20 2.60 0.50
H -3.64 3.36 4.77
H -2.14 2.50 5.11
H -3.76 0.79 5.01
H -2.92 0.66 3.49
H -5.14 2.49 3.10
H -5.76 1.02 3.83
H -5.82 0.73 1.44
H -4.51 -0.29 2.06
H -3.47 0.83 0.52
C 0.21 -2.24 -5.50
C -0.73 -1.66 -6.39
C -1.98 -1.88 -5.88
N -1.83 -2.57 -4.71
C -0.50 -2.79 -4.47
H 1.28 -2.25 -5.60
H -0.51 -1.13 -7.31
H -2.95 -1.61 -6.24
H -2.58 -2.87 -4.12
H -0.16 -3.32 -3.59
C 2.62 -4.85 -3.31
C 3.00 -3.72 -2.55
C 4.26 -3.37 -2.95
N 4.65 -4.24 -3.93
C 3.66 -5.15 -4.16
H 1.69 -5.39 -3.26
H 2.42 -3.22 -1.79
H 4.91 -2.57 -2.62
H 5.53 -4.22 -4.41
H 3.76 -5.92 -4.90
C 5.02 2.33 3.84
C 4.79 3.29 2.82
C 3.48 3.16 2.43
N 2.92 2.16 3.17
C 3.85 1.65 4.04
H 5.94 2.16 4.38
H 5.50 4.00 2.43
H 2.91 3.70 1.69
H 1.97 1.85 3.09
H 3.60 0.85 4.71

7.
Here is an isolated molecule of C3H3NO3 from OMol25. Energies are from ωB97M-V/def2-TZVPD.

* Kohn-Sham gap: 10.6671 eV
* LUMO energy: -0.160 eV
* SMILES: [H]/N=C(/C=O)OC=O
* ΔE to the lowest compared entry with this formula, charge and spin: 1.8672 eV

Geometry (Å):
H -1.69 -1.69 -1.18
N -0.69 -1.67 -0.99
C -0.29 -0.60 -0.47
C 1.19 -0.31 -0.26
O 1.58 0.82 -0.33
O -1.02 0.53 -0.18
C -0.45 1.19 0.89
O 0.00 0.60 1.82
H 1.86 -1.16 -0.06
H -0.50 2.28 0.76

8.
Here is a structure of composition C10H12N2 at a distorted geometry from OMol25. Energies are from ωB97M-V/def2-TZVPD.

* Kohn-Sham gap: 9.5675 eV
* LUMO energy: 0.700 eV
* ΔE to the lowest compared entry with this formula, charge and spin: 8.2640 eV

Geometry (Å):
C -0.78 -3.63 -0.46
C -0.65 -2.32 -1.11
C -1.97 -1.30 -1.20
C -0.44 -0.05 -0.33
C 0.34 1.12 0.34
C 1.73 1.29 0.34
C 2.21 2.47 0.87
C 1.49 3.41 1.46
C 0.01 3.29 1.42
C -0.44 2.16 0.92
H 0.15 -3.94 -0.57
H -1.49 -4.38 -1.22
H -1.09 -3.43 0.36
H -0.14 -2.37 -2.09
H -2.31 -1.48 -2.44
H -2.72 -1.55 -0.19
H 1.33 -1.20 -0.13
H 2.39 0.34 -0.31
H 3.63 2.32 1.06
H 1.96 4.40 1.63
H -0.40 4.02 1.67
H -1.47 2.10 0.83
N -1.57 0.01 -0.66
N 0.24 -1.27 -0.17

Copy entry 2 word for word.
Here is an isolated molecule of C20H34N4O3 from OMol25. Energies are from ωB97M-V/def2-TZVPD.

* Kohn-Sham gap: 9.0646 eV
* LUMO energy: 0.616 eV
* SMILES: CCN(C[C@@H](C)NC(=O)c1ccn(C)c1)C(=O)COC[C@@H](C)N1CCCC1
* ΔE to the lowest compared entry with this formula, charge and spin: 0.3169 eV

Geometry (Å):
C -0.40 -0.91 -2.88
C 0.47 -0.94 -1.64
N -0.16 -0.33 -0.48
C -1.05 -1.11 0.35
C -0.43 -1.50 1.71
C -1.45 -1.40 2.83
N 0.13 -2.84 1.70
C 1.36 -3.11 1.16
O 2.00 -2.26 0.57
C 1.84 -4.50 1.30
C 3.19 -4.91 1.14
C 3.22 -6.26 1.31
N 1.95 -6.70 1.56
C 1.57 -8.07 1.83
C 1.10 -5.63 1.56
C 0.02 0.96 -0.09
O -0.56 1.43 0.88
C 1.01 1.78 -0.91
O 0.95 3.12 -0.50
C 1.90 3.92 -1.17
C 1.77 5.35 -0.65
C 2.02 5.36 0.85
N 2.70 6.22 -1.36
C 2.68 7.60 -0.87
C 3.43 8.40 -1.94
C 3.26 7.56 -3.23
C 2.45 6.34 -2.79
H 0.10 -1.38 -3.72
H -1.34 -1.44 -2.71
H -0.65 0.12 -3.17
H 0.72 -1.96 -1.37
H 1.43 -0.46 -1.82
H -1.95 -0.53 0.54
H -1.33 -2.01 -0.20
H 0.38 -0.80 1.90
H -1.84 -0.38 2.87
H -2.29 -2.08 2.67
H -0.99 -1.63 3.79
H -0.27 -3.53 2.31
H 4.02 -4.26 0.92
H 4.04 -6.96 1.29
H 0.54 -8.23 1.50
H 2.22 -8.74 1.28
H 1.64 -8.31 2.90
H 0.04 -5.77 1.71
H 2.02 1.36 -0.76
H 0.78 1.69 -1.98
H 2.92 3.56 -0.99
H 1.72 3.88 -2.25
H 0.73 5.67 -0.83
H 1.40 4.61 1.33
H 3.07 5.13 1.06
H 1.79 6.33 1.29
H 1.64 7.96 -0.78
H 3.15 7.68 0.11
H 3.02 9.40 -2.05
H 4.48 8.49 -1.68
H 2.75 8.11 -4.02
H 4.23 7.25 -3.61
H 2.74 5.44 -3.32
H 1.37 6.50 -2.98